76
Properties=species:S:1:pos:R:3:forces:R:3:mulliken_charge:R:1 method="wB97M-V/def2-TZVPD" homo_ev="-9.83 / -9.74" multiplicity=5 relative_energy_kj_mol=0.0 charge=+1 e_tot_ev=-206661.81450 homo_lumo_gap_ev="6.7 / 4.6"
Rh 0.006 0.061 -0.057 -0.4786 -0.4214 -0.5514 0.91
C -3.270 1.355 0.734 0.0474 0.0229 0.0468 -1.33
C -2.280 1.809 1.765 0.0202 -0.0295 -0.0275 0.76
C -2.652 2.764 2.729 -0.0485 -0.0283 -0.0449 -1.15
C -1.752 3.166 3.674 -0.0177 0.0684 0.0644 -1.03
C -0.466 2.599 3.687 0.0767 -0.0180 0.0536 0.75
C 0.547 2.912 4.657 -0.0048 0.0609 0.0605 0.25
Br 0.213 4.197 5.973 -0.0135 -0.0003 -0.0063 -0.14
C 1.780 2.285 4.665 -0.1083 0.0058 -0.0619 -0.50
C 2.073 1.328 3.716 0.0741 -0.0566 -0.0235 -0.15
Br 3.725 0.475 3.732 -0.0643 0.0139 -0.0286 -0.07
C 1.133 0.968 2.677 -0.0439 0.1007 0.1096 0.34
O 1.392 0.113 1.829 0.1341 -0.0865 -0.0208 0.37
C -0.174 1.657 2.697 -0.0108 -0.0078 0.0229 -0.65
N -1.060 1.293 1.749 0.0833 0.0256 -0.0072 1.06
H -3.670 2.205 0.179 0.0095 -0.0077 0.0084 0.39
H -4.113 0.861 1.222 -0.0006 0.0026 -0.0097 0.50
H -2.799 0.671 0.031 -0.0109 -0.0022 -0.0141 -0.18
H -3.654 3.174 2.708 0.0143 -0.0037 0.0069 0.60
H -2.021 3.906 4.415 -0.0068 -0.0062 -0.0052 0.39
H 2.514 2.541 5.415 -0.0112 0.0196 0.0102 0.48
O 2.012 1.579 -0.449 0.1345 0.0189 0.1399 -0.81
S 2.559 0.698 -1.481 -0.1878 -0.1971 -0.2323 1.82
O 2.734 1.253 -2.795 -0.0320 -0.0093 -0.0286 -0.80
N 1.566 -0.554 -1.431 0.3058 0.1777 0.1376 0.66
C 1.385 -1.436 -2.481 -0.1384 -0.0048 0.0013 0.41
C 2.344 -1.853 -3.375 0.0723 0.0411 0.0791 -0.71
C 2.038 -2.784 -4.386 0.0557 -0.0142 -0.0348 -0.97
C 0.782 -3.300 -4.527 0.0308 -0.0128 -0.0145 -0.88
C -0.241 -2.871 -3.654 -0.0886 0.0464 0.0858 0.65
C -1.581 -3.303 -3.770 0.0327 -0.0278 -0.0305 -0.77
C -2.534 -2.797 -2.937 -0.0667 -0.0151 0.0140 -1.07
C -2.148 -1.856 -1.966 -0.0105 0.0161 0.0643 -0.12
N -0.916 -1.450 -1.801 0.1988 0.1207 -0.0513 0.74
C 0.055 -1.940 -2.632 -0.0713 -0.0040 0.0080 -0.35
C 4.140 0.107 -0.959 0.0607 0.0390 -0.0314 -0.14
C 5.250 0.412 -1.734 0.0023 -0.0216 0.0724 -0.25
C 6.489 -0.090 -1.360 -0.0022 0.0010 0.0112 -0.70
C 6.603 -0.886 -0.230 0.0267 0.0011 -0.0040 -0.41
C 5.483 -1.182 0.538 -0.0038 -0.0090 0.0172 -0.90
C 4.241 -0.687 0.177 0.0271 0.0643 -0.0497 -0.29
H 3.348 -1.458 -3.293 0.0003 -0.0436 -0.0363 0.45
H 2.822 -3.096 -5.064 0.0058 0.0273 0.0271 0.41
H 0.555 -4.018 -5.305 -0.0092 0.0130 0.0148 0.41
H -1.839 -4.026 -4.535 0.0105 0.0123 -0.0006 0.42
H -3.571 -3.095 -3.015 0.0093 0.0092 0.0043 0.45
H -2.897 -1.421 -1.310 0.0128 -0.0106 -0.0048 0.30
H 5.130 1.027 -2.615 0.0098 -0.0178 0.0071 0.51
H 7.364 0.137 -1.955 -0.0058 0.0003 0.0020 0.40
H 7.570 -1.283 0.052 -0.0113 0.0040 0.0050 0.40
H 5.580 -1.808 1.417 -0.0034 0.0058 -0.0095 0.48
H 3.358 -0.905 0.763 0.0080 -0.0091 -0.0016 0.27
N -1.740 5.183 -1.560 -0.0936 -0.0787 0.0079 -0.45
C -1.402 3.936 -2.008 0.0015 0.1070 -0.0459 0.37
C -1.025 2.918 -1.124 0.1560 -0.0318 0.0531 -0.78
N -0.758 1.694 -1.552 -0.1245 0.0907 0.1914 0.78
C -0.814 1.467 -2.866 -0.0168 -0.0196 -0.0274 -0.44
C -1.175 2.485 -3.729 -0.0116 0.0841 -0.0125 -0.63
N -1.485 3.708 -3.314 0.0223 -0.0659 -0.0600 -0.62
H -1.433 5.483 -0.653 0.0546 0.0120 -0.0137 0.22
H -1.840 5.894 -2.265 0.0399 0.0205 -0.0035 0.27
H -0.904 3.124 -0.068 -0.0481 -0.0471 -0.0003 0.41
H -0.556 0.485 -3.228 -0.0110 0.0135 0.0221 0.38
H -1.212 2.308 -4.797 -0.0074 -0.0046 0.0048 0.41
C -3.220 -3.696 2.992 0.0379 -0.0060 -0.0422 -0.88
N -2.054 -3.053 2.402 -0.0823 -0.0118 0.0380 0.14
C -0.741 -3.389 2.617 -0.0200 -0.0083 -0.0502 -0.75
C -0.006 -2.567 1.819 -0.0041 0.0041 -0.1310 -0.94
N -0.849 -1.737 1.116 0.0628 0.0641 0.2744 0.56
C -2.067 -2.057 1.494 0.0191 -0.0734 0.0050 -0.60
H -2.958 -4.081 3.973 0.0096 0.0189 0.0147 0.33
H -3.567 -4.518 2.368 0.0202 -0.0128 -0.0141 0.32
H -4.020 -2.968 3.104 0.0040 0.0174 -0.0039 0.34
H -0.452 -4.170 3.298 -0.0254 0.0140 -0.0097 0.46
H 1.063 -2.524 1.697 -0.0216 0.0299 0.0173 0.52
H -2.983 -1.616 1.134 0.0255 0.0298 0.0420 0.40